1.
The following is a quantum chemistry calculation of a structure of composition C17H36GaO8S, from OMol25.

Last column: Mulliken charge in e.
Element x y z (Å)
C 5.135 2.947 0.730  -1.328
C 4.338 1.960 1.587  0.245
C 4.525 2.329 3.042  0.469
O 5.583 2.196 3.583  -0.507
O 3.412 2.808 3.624  -0.276
C 3.579 4.000 4.443  -0.407
C 4.166 3.781 5.847  -0.794
Ga 5.841 4.956 6.094  0.363
S 5.290 7.146 5.474  -0.514
H 5.227 2.582 -0.282  0.368
H 4.652 3.918 0.740  0.348
H 6.113 3.073 1.175  0.334
H 4.763 0.974 1.450  0.331
H 3.291 1.961 1.322  -0.316
H 4.143 4.750 3.894  0.239
H 2.569 4.382 4.537  0.209
H 3.439 4.079 6.593  0.392
H 4.413 2.731 5.925  0.381
H 7.072 4.452 5.204  -0.273
H 6.205 5.076 7.659  -0.310
H 4.972 7.060 4.175  0.024
O -1.102 1.114 -1.507  -0.603
C -0.941 1.663 -0.447  0.756
O -0.052 1.155 0.412  -0.360
C 0.326 1.813 1.632  0.025
C -0.620 1.485 2.766  -1.130
C -1.768 2.862 -0.046  -0.990
H 0.429 2.887 1.475  0.414
H 1.319 1.436 1.863  -0.089
H -1.631 1.840 2.565  0.309
H -0.269 1.944 3.689  0.353
H -0.674 0.406 2.909  0.337
H -2.699 2.508 0.395  0.280
H -2.000 3.428 -0.944  0.317
H -1.273 3.530 0.653  0.331
O -1.724 -4.638 -5.588  -0.568
C -1.275 -3.753 -4.908  0.794
O -2.104 -2.802 -4.458  -0.339
C -1.707 -1.802 -3.502  -0.338
C -1.058 -0.606 -4.156  -0.874
C 0.202 -3.662 -4.597  -1.061
H -1.074 -2.243 -2.731  0.338
H -2.631 -1.502 -3.013  0.379
H -0.133 -0.879 -4.669  0.256
H -0.830 0.145 -3.404  0.233
H -1.729 -0.175 -4.900  0.324
H 0.695 -3.136 -5.413  0.279
H 0.599 -4.672 -4.542  0.328
H 0.431 -3.160 -3.661  0.339
O -6.707 -3.389 -0.659  -0.573
C -6.167 -4.275 -1.261  0.717
O -4.938 -4.067 -1.763  -0.373
C -4.147 -5.107 -2.349  -0.406
C -4.465 -5.312 -3.813  -0.909
C -6.861 -5.593 -1.523  -0.901
H -4.236 -6.028 -1.771  0.363
H -3.118 -4.767 -2.241  0.273
H -5.496 -5.641 -3.959  0.361
H -3.800 -6.057 -4.248  0.329
H -4.334 -4.379 -4.359  0.237
H -7.466 -5.494 -2.423  0.246
H -7.517 -5.801 -0.682  0.306
H -6.187 -6.438 -1.639  0.314

Total charge = -1
Highest occupied orbital energy = -4.44 eV

***

2.
The following is a quantum chemistry calculation of the molecule CH6OP2, from OMol25.

Last column: Mulliken charge in e.
Element x y z (Å)
C 1.513 0.265 0.326  -0.882
P -0.146 -0.614 0.482  0.244
O -0.127 -1.655 -0.857  -0.521
P -1.559 1.006 0.255  -0.160
H 1.310 1.290 -0.003  0.303
H 2.131 -0.209 -0.441  0.292
H 1.963 0.226 1.316  0.272
H -0.666 -2.402 -0.620  0.318
H -1.564 1.540 -1.060  0.068
H -2.854 0.553 0.604  0.067

SMILES = CP(O)#[PH2]
Energy above the lowest of the compared OMol25 structures with the same formula, charge and spin = 54.2 kJ/mol
Highest occupied orbital energy = -8.53 eV

***

3.
The following is a quantum chemistry calculation of a cluster of 3 separate species, C4H13NO2 in total, from OMol25.

Last column: Mulliken charge in e.
Element x y z (Å)
C 0.342 0.778 -1.498  -0.281
N -0.050 -0.263 -0.909  -0.428
C -1.094 -0.082 0.104  -0.805
C -0.647 -0.537 1.502  -0.069
C -1.818 -0.558 2.467  -1.172
H 0.289 1.788 -1.081  0.301
H 0.865 0.636 -2.433  0.259
H -1.467 0.945 0.120  0.480
H -1.949 -0.661 -0.269  0.337
H -0.229 -1.535 1.357  0.303
H 0.077 0.237 1.773  0.066
H -1.523 -0.745 3.496  0.340
H -2.457 0.324 2.389  0.323
H -2.487 -1.390 2.207  0.310
O 0.115 -1.460 -3.877  -0.629
H 0.038 -1.432 -2.908  0.343
H -0.155 -2.385 -3.992  0.315
O 2.855 2.099 2.100  -0.639
H 2.353 2.058 1.282  0.321
H 2.604 1.308 2.594  0.326

SMILES = C=NCCC.O.O
Energy above the lowest of the compared OMol25 structures with the same formula, charge and spin = 127.1 kJ/mol
Highest occupied orbital energy = -10.03 eV

***

4.
The following is a quantum chemistry calculation of a structure of composition C11H20Br2NO6P, from OMol25.

Last column: Mulliken charge in e.
Element x y z (Å)
C 4.917 -2.539 -0.012  -1.013
C 3.724 -1.483 -0.204  -0.223
O 3.334 -1.437 -1.626  -0.354
C 3.997 -0.311 -2.246  -0.662
C 3.167 1.068 -2.210  -0.377
O 1.943 1.010 -1.444  -0.165
C 1.011 2.012 -1.901  -0.997
C -0.520 1.706 -1.561  0.493
Br -1.467 2.833 -2.946  -0.098
O -0.982 2.350 -0.321  -0.284
C -1.872 1.435 0.372  0.645
O -2.875 1.756 1.025  -0.467
O -1.330 0.107 0.101  -0.360
C -1.022 0.200 -1.314  0.387
Br -2.890 0.220 -2.105  -0.080
P -0.210 -1.255 -2.212  0.404
N 0.409 -0.843 -3.653  -0.792
H 5.912 -2.014 -0.282  0.222
H 4.808 -3.485 -0.643  0.255
H 4.936 -2.833 1.094  0.354
H 4.029 -0.407 0.082  0.309
H 2.768 -1.742 0.377  0.308
H 4.174 -0.605 -3.352  0.330
H 5.061 -0.123 -1.823  0.334
H 3.018 1.395 -3.308  0.301
H 3.837 1.861 -1.723  0.357
H 1.287 2.993 -1.344  0.302
H 1.076 2.265 -3.014  0.461
H -1.159 -2.334 -2.373  0.116
H 0.880 -1.734 -1.416  -0.015
H 1.432 -1.018 -3.598  0.303
C -4.355 -0.330 5.300  -1.018
C -5.596 -0.307 4.446  0.815
O -6.499 -1.104 4.622  -0.559
C -5.674 0.740 3.368  -0.832
H -4.436 -1.135 6.034  0.293
H -3.478 -0.512 4.676  0.272
H -4.252 0.619 5.831  0.311
H -4.855 0.605 2.658  0.119
H -5.629 1.737 3.813  0.321
H -6.621 0.639 2.833  0.288

Highest occupied orbital energy = -9.11 eV

***

5.
The following is a quantum chemistry calculation of the molecule C5H9F6NS2Si, from OMol25.

Last column: Mulliken charge in e.
Element x y z (Å)
C 1.892 -0.540 -0.020  -1.021
Si 0.064 0.157 0.464  0.473
C -0.893 -1.293 1.284  -0.999
C -0.841 1.063 -1.129  -1.100
N 0.217 1.562 1.533  -0.074
S 1.005 3.050 1.174  -0.069
C -0.347 4.283 0.856  0.685
F -1.241 4.023 -0.096  -0.215
F 0.360 5.356 0.458  -0.231
F -1.055 4.559 1.977  -0.227
S -0.376 1.416 3.185  -0.066
C 1.106 0.586 3.790  0.723
F 1.158 0.741 5.130  -0.242
F 1.126 -0.676 3.530  -0.216
F 2.270 1.061 3.231  -0.232
H 2.489 0.384 -0.245  0.268
H 2.288 -0.991 0.886  0.310
H 1.880 -1.140 -0.913  0.366
H -1.918 -1.106 0.946  0.320
H -0.313 -2.242 1.131  0.300
H -0.877 -1.046 2.405  0.323
H -1.844 1.491 -0.805  0.289
H -0.363 1.976 -1.304  0.333
H -0.930 0.292 -1.943  0.301

SMILES = C[Si](C)(C)N(SC(F)(F)F)SC(F)(F)F
Energy above the lowest of the compared OMol25 structures with the same formula, charge and spin = 0.0 kJ/mol
Highest occupied orbital energy = -9.76 eV

***

6.
The following is a quantum chemistry calculation of a cluster of 8 separate species, C18H40Br12O6S2 in total, from OMol25.

Last column: Mulliken charge in e.
Element x y z (Å)
C 1.238 0.093 -0.490  -1.044
C 0.723 -1.218 -0.145  -0.131
O -0.651 -1.079 0.255  -0.046
S -1.471 -2.391 0.692  0.834
C -2.484 -2.585 -0.817  -0.566
O -0.699 -3.628 0.863  -0.453
O -2.317 -1.842 1.767  -0.563
H 0.937 0.364 -1.502  0.237
H 2.326 0.068 -0.422  0.332
H 0.737 0.911 0.028  0.218
H 0.798 -2.046 -0.849  0.216
H 1.179 -1.583 0.775  0.307
H -2.613 -3.663 -0.909  0.311
H -1.787 -2.319 -1.612  0.313
H -3.384 -1.974 -0.747  0.030
C 3.641 3.284 0.338  -1.091
C 4.423 4.197 1.309  -0.336
O 5.689 4.532 0.814  -0.286
S 6.685 5.368 1.868  1.050
C 6.257 7.080 1.086  -0.815
O 6.173 5.228 3.250  -0.583
O 8.085 5.055 1.556  -0.568
H 3.193 3.871 -0.464  0.324
H 2.791 2.775 0.793  0.352
H 4.308 2.520 -0.062  0.352
H 3.823 5.100 1.422  0.299
H 4.525 3.696 2.271  0.330
H 6.549 6.983 0.041  0.325
H 6.722 7.805 1.754  0.350
H 5.179 7.019 0.939  0.283
Br 1.480 4.006 -4.890  -0.191
C 2.168 2.056 -4.523  -0.667
C 3.294 1.976 -3.486  -0.240
Br 3.719 0.146 -3.010  -0.093
H 2.660 1.635 -5.399  0.404
H 1.285 1.469 -4.268  0.391
H 3.005 2.538 -2.598  0.024
H 4.260 2.398 -3.761  0.428
Br 1.487 -4.937 -1.251  -0.140
C 3.491 -4.523 -1.054  -0.657
C 3.999 -3.338 -1.881  -0.013
Br 4.141 -3.521 -3.798  -0.111
H 4.021 -5.328 -1.564  0.406
H 3.844 -4.540 -0.023  0.414
H 4.937 -2.914 -1.522  0.500
H 3.232 -2.564 -1.847  -0.418
Br -1.550 3.089 1.493  -0.185
C -2.829 2.599 2.972  -0.405
C -2.502 1.134 3.488  -0.161
Br -3.718 0.360 4.862  -0.151
H -3.793 2.592 2.462  0.143
H -2.835 3.461 3.639  0.434
H -1.599 1.304 4.075  0.377
H -2.315 0.403 2.702  -0.049
Br -6.856 1.055 2.350  -0.170
C -6.168 -0.817 2.415  -0.230
C -6.296 -1.480 1.100  -0.187
Br -5.935 -3.491 1.225  -0.173
H -6.724 -1.264 3.239  0.430
H -5.108 -0.756 2.660  -0.095
H -5.678 -1.005 0.337  -0.052
H -7.332 -1.348 0.787  0.441
Br -1.076 -8.804 0.488  -0.205
C -1.493 -6.773 0.631  -0.634
C -2.460 -6.632 1.848  -0.290
Br -1.447 -6.584 3.546  -0.151
H -2.027 -6.450 -0.262  0.368
H -0.559 -6.219 0.719  0.310
H -3.318 -7.304 1.821  0.487
H -2.999 -5.707 1.644  0.090
Br -2.517 2.373 -3.366  -0.129
C -4.302 1.399 -3.165  -0.667
C -4.814 1.630 -1.733  -0.782
Br -3.554 0.766 -0.408  0.033
H -4.119 0.368 -3.467  0.326
H -5.063 1.744 -3.864  0.408
H -5.875 1.465 -1.547  0.486
H -4.737 2.711 -1.619  0.365

SMILES = CCOS(C)(=O)=O.CCOS(C)(=O)=O.BrCCBr.BrCCBr.BrCCBr.BrCCBr.BrCCBr.BrCCBr
Energy above the lowest of the compared OMol25 structures with the same formula, charge and spin = 256.9 kJ/mol
Highest occupied orbital energy = -9.86 eV

***

| no. | maximum force (eV Å⁻¹) | orbital gap (eV) | total energy (a.u.) |
| --- | --- | --- | --- |
| 1 | 1.3 | 6.31 | -3594.29252 |
| 2 | 1.5 | 9.48 | -799.61754 |
| 3 | 1.4 | 10.77 | -365.39409 |
| 4 | 5.8 | 8.55 | -6426.52806 |
| 5 | 3.7 | 10.04 | -1935.74814 |
| 6 | 3.1 | 9.79 | -32845.68419 |